64
Properties=species:S:1:pos:R:3 method="wB97M-V/def2-TZVPD" total_charge=+1 homo_lumo_gap_ev="7.4 / 7.9" e_homo_ev="-11.88 / -11.88" multiplicity=2 de_lowest_kj_mol=7.5 lumo_ev="-4.49 / -3.97"
C 2.39701 -0.36840 2.17907
C 2.43484 -1.07928 0.94183
C 2.06721 -0.18362 -0.10367
H 2.77428 -2.10248 0.80807
C 1.81076 1.10090 0.48368
C 2.03216 0.99155 1.88850
H 1.59135 2.01980 -0.05058
C -0.99710 -1.89833 2.56298
C 0.12733 -2.61471 2.04643
C 0.02893 -2.63067 0.62403
H 0.87023 -3.13713 2.64291
C -1.16574 -1.93718 0.24390
C -1.78799 -1.45529 1.44686
H 2.10267 -0.39068 -1.16842
H 2.01018 1.81053 2.59625
H 2.69920 -0.75115 3.15100
H -2.74076 -0.92942 1.48026
H 0.67464 -3.16128 -0.07490
H -1.27255 -1.80065 3.60602
V 0.27388 -0.39437 1.34495
C -1.71568 -1.74694 -1.15488
C -3.22450 -2.01193 -1.14703
C -1.02418 -2.68596 -2.14995
H -3.41502 -3.03460 -0.79533
H -3.63445 -1.89299 -2.15427
H -3.73961 -1.31186 -0.48129
H -1.21795 -3.73022 -1.87312
H 0.06132 -2.53044 -2.17591
H -1.41803 -2.51751 -3.15927
C -1.40616 -0.27654 -1.53056
C -1.94975 0.23129 -2.86553
H -0.30970 -0.16508 -1.55757
H -1.78558 0.41374 -0.75078
O -2.85935 -0.29079 -3.50639
N -1.32698 1.35671 -3.33415
C -0.15954 2.02786 -2.77233
H -1.68596 1.70360 -4.21485
C 1.16222 1.43629 -3.23700
C 2.34614 2.06932 -2.84260
H 2.27243 2.95893 -2.20987
C 3.58624 1.56964 -3.24392
H 4.49746 2.08077 -2.92444
C 3.64795 0.42630 -4.05183
H 4.61672 0.03851 -4.37141
C 2.46908 -0.21332 -4.44958
H 2.49876 -1.10519 -5.07921
C 1.22350 0.29193 -4.04462
H 0.29950 -0.19528 -4.37117
H -0.20235 2.00254 -1.66758
H -0.20788 3.09021 -3.05659
C 0.11433 0.64549 4.38277
C -0.87200 1.37276 3.47381
C -2.31267 1.01895 3.84228
C -0.69886 2.87817 3.70334
O -0.62570 1.01613 2.10959
H -0.22384 0.75153 5.41659
H 1.11071 1.08620 4.28438
H 0.17389 -0.42463 4.15065
H -2.48049 1.24372 4.90370
H -3.01636 1.60981 3.24360
H -2.52162 -0.04228 3.67651
H 0.30871 3.21275 3.43217
H -1.43205 3.46002 3.13221
H -0.85324 3.09430 4.77224